{
  "formula": "C4H5NO",
  "method": "wB97M-V/def2-TZVPD",
  "symbols": ["C", "C", "C", "O", "N", "C", "H", "H", "H", "H", "H"],
  "coordinates": [[-0.978739, -1.819972, -1.178291], [-0.987085, -0.998392, -0.301732], [-0.953872, -0.062909, 0.818301], [-1.777778, -0.098723, 1.711808], [0.074502, 0.827378, 0.780186], [1.149308, 0.838268, -0.186708], [-0.977281, -2.523209, -1.974916], [0.211988, 1.295354, 1.659473], [1.544790, 1.852932, -0.281857], [0.739216, 0.535626, -1.148882], [1.954951, 0.153648, 0.102619]],
  "forces_ev_per_angstrom": [[-0.0336, 0.3920, 0.2713], [-0.0558, -0.4646, -0.4384], [0.0006, 0.1152, 0.1739], [0.1597, -0.0170, -0.1313], [-0.1738, -0.0794, 0.2473], [0.0440, -0.0475, -0.0503], [-0.0284, -0.0708, 0.0014], [-0.0453, 0.2089, 0.0537], [-0.0489, -0.1675, 0.0355], [0.2060, 0.0173, -0.0007], [-0.0245, 0.1133, -0.1624]],
  "smiles": "C#CC(=O)NC",
  "spin_multiplicity": 1
}

{
  "formula": "C40H72AgBKO44",
  "method": "wB97M-V/def2-TZVPD",
  "symbols": ["K", "Ag", "O", "C", "O", "B", "O", "C", "O", "O", "C", "O", "C", "O", "O", "C", "O", "C", "O", "O", "C", "H", "H", "H", "H", "H", "H", "C", "O", "C", "O", "O", "C", "H", "H", "H", "H", "H", "H", "C", "O", "C", "O", "O", "C", "H", "H", "H", "H", "H", "H", "C", "O", "C", "O", "O", "C", "H", "H", "H", "H", "H", "H", "C", "O", "C", "O", "O", "C", "H", "H", "H", "H", "H", "H", "C", "O", "C", "O", "O", "C", "H", "H", "H", "H", "H", "H", "C", "O", "C", "O", "O", "C", "H", "H", "H", "H", "H", "H", "C", "O", "C", "O", "O", "C", "H", "H", "H", "H", "H", "H", "C", "O", "C", "O", "O", "C", "H", "H", "H", "H", "H", "H", "C", "O", "C", "O", "O", "C", "H", "H", "H", "H", "H", "H", "C", "O", "C", "O", "O", "C", "H", "H", "H", "H", "H", "H", "C", "O", "C", "O", "O", "C", "H", "H", "H", "H", "H", "H"],
  "coordinates": [[1.791021, 5.703076, 0.200743], [2.261885, -4.507185, -0.465991], [0.347653, 3.955950, -1.598307], [-0.128354, 3.003176, -0.967727], [-0.231554, 1.688425, -1.325812], [-0.532066, 0.799207, -0.160292], [-0.778098, 1.797974, 0.899137], [-0.504804, 3.011966, 0.524018], [-0.525046, 3.992710, 1.244030], [0.603149, -0.149042, 0.102658], [0.139229, -1.409575, 0.149045], [0.862675, -2.375547, 0.328970], [-1.358900, -1.293986, 0.079575], [-1.693933, -0.097459, -0.372901], [-2.123964, -2.203423, 0.237042], [3.421478, 0.587067, -1.482332], [3.794061, 1.948921, -1.103109], [3.716897, 3.017783, -1.903207], [3.831386, 4.198790, -1.561131], [3.521406, 2.652447, -3.157762], [3.591342, 3.653273, -4.162136], [4.259831, 0.112949, -1.990922], [2.596380, 0.603741, -2.191975], [3.114120, -0.000885, -0.620109], [4.527572, 4.208308, -4.132051], [2.788815, 4.357661, -3.936261], [3.345139, 3.137074, -5.086271], [2.325270, 2.194860, 2.478703], [2.561070, 2.777925, 3.796253], [2.436549, 4.084560, 3.818453], [2.100964, 4.851830, 2.913844], [2.981040, 4.570440, 5.008280], [3.038315, 5.979152, 5.197240], [2.432900, 1.111026, 2.515474], [3.008126, 2.561554, 1.714217], [1.253746, 2.325555, 2.330995], [3.635544, 6.360010, 4.364618], [3.416024, 6.303139, 6.162486], [2.109357, 6.444420, 4.862237], [-4.364526, 1.347705, -1.525001], [-4.651543, -0.005787, -1.134746], [-4.618997, -1.007344, -2.042441], [-4.206878, -0.821081, -3.174568], [-5.063516, -2.115355, -1.423820], [-5.348129, -3.264225, -2.217704], [-5.070843, 1.642877, -2.300452], [-3.332001, 1.416638, -1.865701], [-4.538690, 1.949163, -0.634658], [-5.462105, -4.128241, -1.564053], [-4.524631, -3.544199, -2.875629], [-6.264752, -3.144944, -2.794022], [-4.577035, -5.905427, 3.728693], [-5.255788, -4.859179, 3.145278], [-4.701107, -3.633049, 3.039788], [-3.540648, -3.377656, 3.349946], [-5.588036, -2.820255, 2.506014], [-5.251817, -1.469436, 2.222962], [-3.740888, -6.210882, 3.097010], [-5.278748, -6.717412, 3.908302], [-4.095165, -5.619855, 4.665911], [-4.902777, -0.894029, 3.078156], [-6.156379, -1.032457, 1.806229], [-4.413387, -1.496257, 1.525400], [1.054160, -7.300543, -3.307842], [-0.034541, -6.410196, -3.315697], [0.074851, -5.092339, -3.035342], [1.111785, -4.530158, -2.665596], [-1.136765, -4.579095, -3.167818], [-1.376014, -3.194817, -2.777782], [1.412879, -7.592566, -2.319905], [1.864991, -7.117810, -4.013708], [0.791337, -8.298423, -3.665151], [-1.811681, -2.633444, -3.603594], [-0.477397, -2.725512, -2.380426], [-2.144973, -3.101778, -2.011634], [0.153998, 2.164632, 5.751282], [-0.342722, 1.531944, 4.573776], [0.091023, 0.281125, 4.342216], [0.975119, -0.342048, 4.904618], [-0.859914, -0.332600, 3.602703], [-0.815656, -1.767276, 3.523096], [0.166474, 1.584521, 6.674146], [-0.399531, 3.084989, 5.930451], [1.194798, 2.464254, 5.620465], [-1.627767, -2.060021, 2.857021], [-1.089815, -2.291503, 4.437744], [0.120511, -2.040209, 3.042148], [-3.418612, 3.844209, 7.062108], [-3.195032, 3.690096, 5.678234], [-3.670931, 2.560981, 5.110138], [-4.392617, 1.758648, 5.703492], [-3.205133, 2.412986, 3.831341], [-3.376883, 1.141059, 3.228982], [-4.366055, 4.344381, 7.253876], [-2.550198, 4.380809, 7.444430], [-3.328885, 2.884862, 7.572157], [-4.113047, 1.335855, 2.446485], [-3.646693, 0.330989, 3.903007], [-2.517829, 0.797190, 2.656340], [5.019129, 6.974233, -2.585765], [4.024764, 7.070580, -3.585810], [2.748498, 7.140576, -3.151142], [2.378023, 7.120912, -1.977133], [1.961584, 7.228571, -4.154635], [0.599295, 6.866918, -4.087696], [5.255593, 5.921782, -2.434544], [4.863800, 7.527087, -1.660491], [5.975133, 7.376455, -2.924879], [0.277405, 6.658442, -5.105823], [-0.093399, 7.524042, -3.561980], [0.536310, 5.936455, -3.519480], [1.724106, 2.728039, -7.131840], [0.804575, 2.591281, -6.050337], [-0.039645, 3.556578, -5.771906], [-0.278130, 4.588746, -6.371787], [-0.611585, 3.237224, -4.567456], [-1.688083, 4.073736, -4.088630], [2.413164, 1.910233, -7.326698], [2.199787, 3.703266, -7.021326], [1.092863, 2.884279, -8.008459], [-1.654021, 5.123354, -4.378562], [-1.794180, 4.050847, -3.005903], [-2.639240, 3.710993, -4.480438], [-2.882314, -5.154949, 0.127593], [-2.153366, -5.160753, 1.354050], [-0.768517, -5.054631, 1.296940], [-0.091914, -5.064349, 0.280321], [-0.169040, -5.244875, 2.530555], [-0.866362, -5.312111, 3.750650], [-2.905283, -6.114130, -0.391013], [-2.385436, -4.505166, -0.591304], [-3.890366, -4.763997, 0.253539], [-1.536271, -6.174155, 3.767501], [-1.608716, -4.530315, 3.920413], [-0.254389, -5.344313, 4.650257], [2.873952, -4.158411, -5.269149], [1.888831, -3.144446, -5.399403], [1.992596, -1.987566, -4.780756], [2.958823, -1.554986, -4.165593], [0.792488, -1.312639, -4.976007], [0.768992, 0.036802, -4.368895], [3.560137, -4.296170, -6.107596], [2.407768, -5.140811, -5.219496], [3.591159, -3.957817, -4.473535], [-0.204593, 0.447805, -4.624963], [1.570167, 0.590337, -4.854260], [0.924327, -0.022700, -3.293293], [2.375683, -3.190253, 3.660299], [3.803394, -3.370152, 3.472764], [4.162035, -4.122097, 2.377734], [3.453696, -4.818676, 1.669326], [5.403484, -3.851053, 2.137306], [6.317545, -3.366175, 3.062793], [1.773431, -4.078149, 3.465573], [1.916950, -2.456283, 2.999248], [2.174071, -2.894923, 4.688304], [7.267857, -3.852658, 2.839359], [6.177789, -3.726156, 4.081992], [6.384569, -2.284078, 2.965083]],
  "forces_ev_per_angstrom": [[-0.0166, -0.2330, -0.0273], [-0.5231, 0.0652, 0.2798], [-1.3576, -2.5221, 1.3146], [1.5051, -0.4782, -0.8135], [0.3408, 1.5640, -0.5364], [-0.0308, 0.6614, -0.6620], [0.0592, -1.1383, 0.5828], [-0.3479, 1.8227, 0.9144], [0.2772, -0.8287, -1.0702], [-0.5606, -0.1411, -0.1618], [2.5768, 0.7320, 1.2405], [-1.2440, 1.0091, -0.4964], [-1.5240, -1.0463, -1.3133], [0.7915, 0.6212, 0.6962], [0.1076, -0.0047, 0.4000], [0.0586, 0.3608, -1.2199], [-0.3074, 0.5949, 1.0838], [-0.0360, 0.6038, -0.2505], [-0.2069, -2.1267, 0.2888], [0.4210, -0.8423, -0.0476], [-1.0840, 0.5994, 0.3945], [0.0628, 0.0730, 0.1149], [0.0258, 0.1337, 0.0988], [0.2171, 0.5727, 0.2893], [0.1130, -0.3295, -0.2424], [0.0006, 0.2051, -0.2679], [0.4767, 0.1589, -0.0064], [-1.0325, -0.5499, 0.5578], [0.3063, -0.1594, -0.6305], [1.7980, 3.0699, 0.4423], [0.1044, -1.5012, 1.0376], [-1.1228, -1.8167, -0.5501], [-0.3827, 0.7230, -2.6511], [0.4492, 0.0864, 0.6558], [-0.2460, 0.4253, 0.0877], [0.1917, 0.3976, -0.7505], [0.8372, 0.1385, 0.4382], [-0.1988, -0.6039, -0.0077], [-0.5131, -0.1266, 0.9928], [-0.1430, -0.7378, -0.2937], [-0.5033, -0.7898, 0.5215], [0.7533, 1.8473, -0.2813], [-0.7022, -1.2461, 0.9868], [0.1521, 0.3988, -0.4096], [0.2940, -0.6370, -0.4034], [0.1977, 0.0930, -0.1177], [-0.0669, 0.1294, -0.0777], [0.1258, -0.1155, -0.0132], [-0.1872, 0.3661, 0.3750], [0.0374, 0.4484, -0.1931], [0.0783, 0.1871, -0.0066], [1.7123, -0.7119, 0.7255], [-1.4009, 1.9361, -0.8074], [1.6160, -0.5891, 0.3160], [-1.6225, -0.0142, -0.2209], [-0.5850, -0.7005, 0.5369], [0.9136, 0.1493, -0.3320], [-0.1969, -0.3033, -0.2065], [0.0306, 0.1201, -0.1620], [-0.2822, 0.1270, 0.2087], [-0.4070, -0.4158, 0.3061], [0.2364, -0.0048, -0.0919], [-0.2294, 0.3044, -0.3484], [1.1065, -1.5292, -0.0835], [-0.4441, 0.7278, -0.2895], [0.8690, -0.6551, 0.8640], [-1.2156, -0.5628, -0.3494], [0.2475, 0.6612, 0.2785], [-0.1303, 0.3856, 0.0103], [0.1914, 0.9520, 0.2726], [0.0997, 1.0410, 0.3616], [-1.2520, 0.3013, -0.2067], [0.5399, -0.2470, -0.3946], [0.1344, -0.1408, -0.3220], [0.0978, -0.7740, 0.1624], [1.3146, 0.9344, 0.4956], [0.4072, -0.5369, -0.1003], [-1.1658, -1.7885, 1.9851], [-0.2736, 1.3858, -0.8867], [0.3270, 0.2911, -0.1362], [-0.3512, 0.1413, -1.0134], [-0.5196, -0.5876, -0.3592], [-0.3809, -0.2348, -0.3745], [-0.0543, -0.1260, -0.1475], [0.0195, 0.3234, -0.1770], [0.6999, 0.3947, 0.3865], [-0.0425, -0.4028, 0.4883], [0.5929, -0.4279, 0.7926], [0.1530, -0.6749, -1.8260], [-0.6985, -1.6166, 0.6069], [1.3397, 1.3688, -1.2901], [0.3432, 0.8163, 2.1869], [-0.7523, -0.1542, -1.3657], [0.1096, -0.0708, 0.1256], [-0.3066, 0.5927, -0.1733], [-0.6216, -0.1082, -0.1078], [-0.5534, -0.5387, 0.2199], [-0.1839, 0.4763, 0.2415], [0.4455, 0.6856, 0.5226], [1.7853, -0.3682, 0.3982], [-1.0873, 0.6240, 0.3511], [0.7439, -0.2063, 2.3775], [0.6153, -0.1195, -0.9530], [-0.1734, 0.6490, -2.1647], [-0.8151, -1.3337, 0.6566], [-0.4555, 0.0261, 0.5293], [-0.7955, -0.2965, -0.0433], [-0.3502, 0.3083, -0.7869], [0.0583, 0.2645, 0.0795], [0.5170, 0.6881, -0.1888], [-0.0041, -0.1998, -0.0878], [-1.3343, 2.1060, -1.3318], [0.6783, -1.3116, 0.5486], [-1.1884, 1.6810, 1.0763], [0.6400, -1.3790, 0.1333], [-0.0021, 0.4302, -0.2995], [-0.8358, 0.0821, -0.4802], [-0.3096, -0.2097, 0.8710], [0.5645, -0.2373, 0.0707], [0.2562, -0.3091, -0.3412], [0.6131, -0.1252, -0.2417], [0.6923, -0.3975, -0.0491], [0.0927, -0.2308, -0.1935], [0.6113, 0.5376, -1.4511], [2.1866, 0.2654, 0.4466], [-0.7980, -2.0954, 0.6123], [-1.0087, 0.4137, 1.2019], [0.0667, 1.0601, -2.0846], [-2.5512, -0.2492, 0.7975], [-0.0120, -0.3745, 0.6233], [0.0049, 0.1534, 0.2347], [0.1372, -0.1257, 0.6088], [0.4235, -0.4537, -0.0832], [0.3671, 0.5512, -0.4904], [0.7724, -0.0616, -0.6525], [1.4031, -0.3852, 0.0163], [-0.3273, -0.6236, -0.5759], [-0.2290, 1.6939, 0.5952], [-1.3891, -0.6676, -0.7199], [1.6671, -0.3620, 0.9238], [0.3532, -1.0939, -0.8296], [-0.4573, 0.8508, -0.6948], [-0.4057, 0.3230, 0.5792], [-0.5933, -0.0485, 0.5274], [0.1342, -0.0509, 0.0987], [-0.1392, 0.2430, 0.3207], [-0.1064, -0.0231, -0.0675], [-0.7745, -0.4458, 0.2965], [-1.5769, -1.0754, -1.0929], [-1.0601, 1.7758, 1.2497], [0.3105, 0.7219, 0.4280], [0.3797, -1.8141, -2.0395], [1.5332, 0.0312, 1.1140], [0.5818, -0.4158, -0.0213], [0.8750, 0.3374, -0.1546], [0.4604, 0.1638, -0.0692], [0.0852, 0.4085, -0.5798], [-0.7844, 0.4639, 0.0368], [0.0562, -0.0780, 0.3511]],
  "spin_multiplicity": 1,
  "charge": 1
}

In Ha, the calculated total energy values for the records above are, in order, -285.35040, -5649.74166.
In kcal/mol, the energy above the lowest of the compared OMol25 structures with the same formula, charge and spin values for the records above are, in order, 40.3, 0.0.